{
  "formula": "C4H9N3",
  "method": "ωB97M-V with the def2-TZVPD basis set",
  "elements": ["C", "C", "C", "N", "N", "C", "N", "H", "H", "H", "H", "H", "H", "H", "H", "H"],
  "coordinates": [[0.667953, 1.208011, -1.022035], [-0.727454, -0.888959, -0.258237], [0.598940, 0.208499, 0.120199], [-0.387094, -1.994844, -0.956178], [-0.535819, 0.887688, 1.240100], [-1.616617, -0.375865, 0.517533], [1.725723, -0.384590, 0.430753], [-0.975334, -2.811072, -0.874731], [0.614734, -2.173429, -0.934904], [1.900944, -0.409817, 1.435899], [-0.720419, 1.890311, 1.173264], [-0.046172, 0.756251, 2.117969], [-2.616222, -0.298198, 0.891525], [1.213898, 2.088613, -0.671425], [-0.323502, 1.516198, -1.355256], [1.226442, 0.781201, -1.854474]],
  "atomic_forces_ev_per_a": [[-0.272, 0.231, 0.086], [2.545, -0.117, 0.520], [-1.877, -0.676, -1.694], [-0.583, 0.258, -0.199], [0.345, -1.432, -1.498], [0.414, 2.271, 1.585], [0.226, 0.863, 1.425], [0.146, 0.079, -0.057], [-0.084, 0.149, 0.044], [-0.077, -0.652, -0.255], [-0.080, -0.190, -0.384], [-0.603, -0.525, 0.411], [-0.050, -0.131, 0.067], [0.036, -0.064, -0.015], [-0.027, -0.005, -0.113], [-0.058, -0.060, 0.076]],
  "homo_ev": -7.031,
  "e_above_lowest_kj_mol": 481.52
}